Below is a cluster of 2 separate species, C5H13NO in total in a non-equilibrium geometry, with properties calculated with ωB97M-V/def2-TZVPD.

Summary:
* SMILES: C=CCCCN.O
* lowest unoccupied orbital energy: 0.666 eV
* gap between HOMO and LUMO: 0.3557 Eh
* total energy: -328.194444 a.u.
* relative energy (zero: lowest compared OMol25 entry of this formula, charge and spin): 78.1 kcal/mol
* highest occupied orbital energy: -9.0122 eV

Geometry as XYZ:
```
20
Properties=species:S:1:pos:R:3:nbo_charge:R:1
C -0.220 -1.390 0.440 -0.37
C -0.032 0.018 0.656 -0.24
C 1.513 0.241 0.498 -0.44
C 2.084 0.365 -0.990 -0.41
C 1.353 1.418 -1.856 -0.23
N -0.123 1.151 -2.013 -0.84
H -1.242 -1.935 0.518 0.19
H 0.558 -2.059 -0.005 0.20
H -0.752 0.599 1.215 0.23
H 1.735 1.192 1.059 0.20
H 2.191 -0.424 0.956 0.22
H 2.071 -0.625 -1.551 0.19
H 3.194 0.510 -0.964 0.21
H 1.859 1.519 -2.875 0.19
H 1.576 2.327 -1.222 0.17
H -0.019 0.599 -2.824 0.34
H -0.468 0.501 -1.255 0.37
O -5.123 -1.612 3.631 -0.96
H -4.588 -1.643 2.794 0.48
H -5.564 -0.753 3.789 0.48
```